Record 1
ORCA calculation (the ωB97M-V functional and the def2-TZVPD basis) on 2 unconnected molecules or ions with the total composition C2H3NO3 at a distorted geometry.

Structure (XYZ):
```
9
Properties=species:S:1:pos:R:3
O 2.02 0.96 0.48
O -1.86 0.47 1.01
O -1.77 -0.19 -0.25
N 0.98 -1.00 -0.23
C -1.02 0.87 0.05
C 1.13 0.22 0.22
H -1.13 1.72 -0.51
H 1.72 -1.69 -0.47
H -0.08 -1.34 -0.30
```

Calculated values
- Energy relative to the best compared isomer or geometry (same formula, charge and spin): 670.0 kJ/mol
- Gap between HOMO and LUMO: 0.3418 Ha
- Highest occupied orbital energy: -8.71 eV



Record 2
ORCA calculation (the ωB97M-V functional and the def2-TZVPD basis) on a single C2H3NO3 molecule.

Structure (XYZ):
```
9
Properties=species:S:1:pos:R:3
O -1.39 -0.06 -1.14
O -0.87 -0.25 1.53
O 0.00 -1.04 0.71
N 1.43 1.35 -0.05
C 0.82 0.44 -0.48
C -0.27 -0.53 -0.92
H -1.68 -0.21 0.98
H 0.15 -1.41 -1.42
H 1.81 1.71 0.81
```

Calculated values
- Energy relative to the best compared isomer or geometry (same formula, charge and spin): 661.0 kJ/mol
- Gap between HOMO and LUMO (spin up / spin down): 0.3498 / 0.3498 Ha
- Highest occupied orbital energy (spin up / spin down): -9.46 / -9.46 eV



Record 3
ORCA calculation (the ωB97M-V functional and the def2-TZVPD basis) on a molecular structure, C2H3NO3 at a distorted geometry.

Structure (XYZ):
```
9
Properties=species:S:1:pos:R:3
O -1.50 0.15 0.32
O 0.25 -1.72 1.69
O -0.79 0.92 -1.84
N -0.14 0.13 0.14
C 0.57 -1.04 0.70
C 0.22 0.75 -0.98
H -1.52 1.01 0.87
H 1.38 -1.39 0.08
H 1.53 1.19 -0.98
```

Calculated values
- Energy relative to the best compared isomer or geometry (same formula, charge and spin): 507.7 kJ/mol
- Gap between HOMO and LUMO: 0.3762 Ha
- Highest occupied orbital energy: -10.56 eV